Record 1
An isolated molecule of C2H5NO. Source: OMol25; level of theory: ωB97M-V/def2-TZVPD.

XYZ file:
```
9
Properties=species:S:1:pos:R:3:forces:R:3
C 0.318379 -0.575036 -1.412676 1.7 -1.2 9.2
N 0.617037 -0.818744 0.165151 -1.1 0.5 -9.2
C 0.142187 0.195886 1.012730 -0.1 0.5 0.9
O -0.771718 1.133425 0.514635 -0.2 0.2 -0.3
H 0.695244 -1.364573 -2.020425 0.1 -0.3 -0.3
H -0.198493 0.309758 -1.710627 -0.2 0.3 -0.2
H 1.009079 0.781855 1.361764 -0.2 -0.2 -0.1
H -0.265177 -0.322369 1.902159 0.0 0.1 -0.2
H -1.546536 0.659799 0.187289 0.0 0.0 0.1
```
Positions in Å, forces in eV/Å.

Output
Charge   0
Energy relative to the best compared isomer or geometry (same formula, charge and spin)   4.1002 eV
Structure (SMILES)   C=NCO
Frontier orbital gap (alpha / beta)   9.52 / 9.53 eV
Highest occupied orbital energy (alpha / beta)   -9.62 / -9.67 eV
LUMO (alpha / beta)   -0.0036 / -0.0052 hartree

***

Record 2
A cluster of 2 separate species, C3H3I2N in total. Source: OMol25; level of theory: ωB97M-V/def2-TZVPD.

XYZ file:
```
9
Properties=species:S:1:pos:R:3:forces:R:3
C -0.536697 -1.477502 -0.155410 -0.5 -1.4 -0.5
C 0.705653 0.598787 0.459186 1.0 0.1 1.0
C -0.140258 -0.146090 -0.499689 -1.2 0.6 2.5
N -0.878415 -2.571460 0.077345 0.8 1.9 -0.3
I 2.764108 0.505421 -0.331073 -0.5 -0.1 0.1
I -3.175386 0.794654 -0.230185 1.8 -0.4 -0.1
H 0.577700 1.642315 0.625060 -0.6 1.0 -1.2
H 0.830138 0.362246 1.519182 -0.4 -1.4 -0.4
H -0.146841 0.291629 -1.464413 -0.4 -0.3 -1.0
```
Positions in Å, forces in eV/Å.

Output
Charge   0
Energy relative to the best compared isomer or geometry (same formula, charge and spin)   2.0535 eV
Frontier orbital gap (alpha / beta)   5.76 / 5.77 eV
Highest occupied orbital energy (alpha / beta)   -9.32 / -9.34 eV
LUMO (alpha / beta)   -0.1310 / -0.1310 hartree

***

Record 3
An isolated molecule of C7H13ClN2. Source: OMol25; level of theory: ωB97M-V/def2-TZVPD.

XYZ file:
```
23
Properties=species:S:1:pos:R:3:forces:R:3
C 0.131008 0.378011 2.688186 -0.3 0.3 -0.6
C 0.142036 1.260471 1.435242 -2.2 1.5 -0.9
C 0.622951 0.651855 0.096484 1.7 -3.9 0.3
C -0.208505 0.781763 -1.140704 1.4 -0.8 0.8
C -0.547361 2.053493 -1.680495 1.0 3.1 2.4
N -0.559041 -0.277410 -1.723334 -0.1 -0.9 -1.0
N 0.054772 -1.399426 -1.206094 -1.3 -1.0 -0.1
C -0.655669 -2.667902 -1.461692 0.1 -1.2 1.8
C 0.669495 -1.139901 0.018351 1.0 4.3 -0.2
Cl 2.414346 -1.529464 0.027442 0.2 -0.6 0.2
H -0.448042 0.859030 3.532949 1.2 -0.5 -0.8
H 1.197153 0.119231 2.836977 -0.6 0.2 0.8
H -0.362637 -0.553676 2.449016 -0.3 -0.3 0.3
H 0.694516 2.131563 1.680481 1.6 0.6 0.1
H -0.800621 1.907147 1.231975 0.5 -1.9 0.4
H 1.739917 0.792322 -0.031192 -1.4 0.6 -0.2
H -1.245646 1.937378 -2.436443 -1.7 0.2 -1.2
H 0.335523 2.643421 -2.094439 -0.9 -0.8 0.7
H -0.913408 2.548401 -0.692555 0.1 0.3 -2.2
H -1.063324 -2.602064 -2.509745 0.7 -0.5 1.2
H 0.143931 -3.516359 -1.220499 -1.8 1.6 -1.1
H -1.566130 -2.924817 -0.710456 1.8 0.9 -1.5
H 0.224736 -1.453067 0.910546 -0.6 -1.3 1.0
```
Positions in Å, forces in eV/Å.

Output
Charge   0
Energy relative to the best compared isomer or geometry (same formula, charge and spin)   0.0000 eV
Structure (SMILES)   CC[C@@H]1C(C)=NN(C)[C@H]1Cl
Frontier orbital gap   9.21 eV
Highest occupied orbital energy   -8.30 eV
LUMO   0.0332 hartree

***

Record 4
A structure of composition C29H22IN4OS2Ta. Source: OMol25; level of theory: ωB97M-V/def2-TZVPD.

XYZ file:
```
60
Properties=species:S:1:pos:R:3:forces:R:3
Ta 0.334064 -0.591458 -0.152988 -1.0 -1.0 0.7
C -1.445951 2.645442 -3.673796 -0.3 0.0 -0.6
C -1.354184 1.287084 -3.932097 0.8 -0.4 1.3
C -0.428004 0.562110 -3.133632 -0.1 0.3 -0.1
C 0.432084 1.192326 -2.225282 -0.6 0.7 -0.5
C 0.357703 2.603601 -2.044976 -0.1 -0.7 0.6
C -0.628698 3.286430 -2.733946 1.0 0.4 -0.4
N 1.344041 0.382055 -1.463878 -0.6 0.3 -0.5
C 2.705186 0.513474 -1.484088 0.6 0.7 0.6
C 3.419732 1.198459 -2.450743 0.0 -0.3 -0.1
C 4.798100 1.167636 -2.389472 -0.4 -0.6 0.8
C 5.472761 0.533210 -1.326828 0.0 -0.1 -0.3
C 4.759417 -0.045732 -0.296646 0.2 0.0 -0.6
C 3.363272 -0.051951 -0.370257 1.2 0.0 -0.9
N 2.538297 -0.695185 0.499979 -1.5 0.1 -0.4
N 2.919907 -1.443635 1.416864 0.3 0.1 0.6
C 1.826711 -1.894783 2.183983 1.0 -1.6 1.0
C 2.057699 -2.737247 3.323452 -1.8 1.3 -0.6
C 0.905281 -3.021979 4.085875 1.2 0.0 -1.2
C -0.346817 -2.618693 3.652770 -0.7 -0.1 0.6
C -0.491142 -1.921581 2.498322 0.6 0.9 -1.2
N 0.607496 -1.555384 1.751362 -1.0 -0.4 1.0
H -2.127223 3.267530 -4.249693 0.0 -0.2 0.1
H -1.947737 0.749487 -4.673449 0.1 0.4 0.2
H -0.357144 -0.513469 -3.195566 0.1 -0.2 -0.4
H 1.026487 3.090246 -1.309030 -0.4 -0.2 -0.7
H -0.627175 4.378568 -2.716030 -0.3 -0.3 0.3
H 2.907029 1.664709 -3.277991 0.0 0.0 -0.1
H 5.331985 1.583404 -3.204836 0.6 0.4 -0.5
H 6.553892 0.444864 -1.394348 -0.2 0.1 0.3
H 5.236303 -0.566912 0.509506 0.3 -0.1 0.3
H 3.033721 -3.085078 3.627767 0.1 0.2 -0.2
H 0.964773 -3.606008 4.970860 0.3 -0.4 0.7
H -1.238066 -2.848875 4.230523 0.2 0.0 0.0
H -1.454066 -1.578788 2.109736 0.4 -0.2 0.2
I -2.469562 -1.373887 -0.858344 -0.1 1.2 0.3
C -3.143846 0.546213 -0.248027 0.0 0.1 0.0
C -4.403673 0.994303 -0.509299 0.8 0.6 1.0
C -4.818346 2.197344 0.106686 -0.2 0.0 -0.2
C -3.974764 2.960009 0.856537 -0.1 -0.1 -0.2
C -2.647048 2.537213 1.051265 0.9 0.5 0.3
C -1.679773 3.353051 1.734173 -0.8 -0.3 -0.6
C -0.389598 2.934645 1.909842 -0.5 0.2 0.1
C -0.026287 1.670188 1.432574 -0.5 -0.5 -0.3
C -0.900874 0.851070 0.752765 -0.1 0.3 -0.2
C -2.214207 1.317604 0.517754 -0.6 -1.2 -0.4
H -5.118581 0.502986 -1.105629 -0.5 -0.8 -0.6
H -5.852683 2.460406 -0.039646 -0.1 0.3 0.0
H -4.283518 3.901938 1.274619 -0.2 0.1 0.1
H -2.067650 4.324280 2.015972 0.4 0.1 0.4
H 0.331485 3.544553 2.409017 0.3 0.3 0.2
H 0.964718 1.311888 1.611403 1.0 -0.1 0.2
C -1.850579 -4.748146 1.088666 -1.0 -0.3 1.8
O -1.155014 -3.739282 0.392008 0.7 -0.3 -0.5
C 0.019639 -4.086416 -0.184518 -0.8 0.5 0.1
S 0.822830 -5.465014 -0.067369 0.0 0.0 0.0
S 0.544066 -2.749090 -1.226167 1.0 0.1 -0.4
H -2.652683 -4.238033 1.679822 0.6 -0.4 -0.7
H -1.201358 -5.269892 1.790921 0.1 0.1 0.0
H -2.282425 -5.511810 0.453547 0.0 0.1 -0.5
```
Positions in Å, forces in eV/Å.

Output
Charge   +2
Energy relative to the best compared isomer or geometry (same formula, charge and spin)   0.0000 eV
Frontier orbital gap   5.71 eV
Highest occupied orbital energy   -13.81 eV
LUMO   -0.2979 hartree

***

Record 5
A cluster of 2 separate species, C4H7NO2 in total. Source: OMol25; level of theory: ωB97M-V/def2-TZVPD.

XYZ file:
```
14
Properties=species:S:1:pos:R:3:forces:R:3
O 1.397545 -1.181166 -1.300555 -0.5 0.3 0.0
C 0.375139 -0.564017 -1.127490 0.3 -0.2 -0.1
C 0.160388 0.426891 -0.036617 0.2 -0.1 0.1
C -1.147119 1.257930 -0.032980 -0.2 0.1 0.0
C -1.008885 0.070266 0.780456 -0.2 -0.2 0.2
N -1.539099 -0.822747 1.492737 0.0 0.6 -0.3
O -0.627520 -1.842992 1.733466 0.0 -0.3 0.2
H -0.519217 -0.745856 -1.762201 0.1 0.0 0.0
H 1.044043 0.835776 0.446727 -0.2 -0.1 -0.1
H -1.097713 2.228372 0.454238 0.0 -0.1 -0.1
H -1.776504 1.224230 -0.921877 0.1 -0.1 0.2
H -1.133895 -2.464287 2.272686 0.1 0.1 -0.1
H 3.025178 1.149690 -0.977421 0.1 0.0 0.0
H 2.847658 0.427911 -1.021168 0.1 0.1 0.0
```
Positions in Å, forces in eV/Å.

Output
Charge   0
Energy relative to the best compared isomer or geometry (same formula, charge and spin)   5.1544 eV
Structure (SMILES)   O=C[C@H]1C/C1=N/O.[H][H]
Frontier orbital gap   10.63 eV
Highest occupied orbital energy   -9.94 eV
LUMO   0.0252 hartree

***

Record 6
A structure of composition C32H46ClFOP4Ti. Source: OMol25; level of theory: ωB97M-V/def2-TZVPD.

XYZ file:
```
86
Properties=species:S:1:pos:R:3:forces:R:3
P -1.889170 2.105460 0.836433 -1.7 0.8 0.2
C -2.241490 3.911993 0.729007 0.6 0.5 0.0
C -3.268264 4.474256 -0.041236 0.1 0.1 0.1
H -3.908722 3.839653 -0.655440 0.2 0.2 0.2
C -3.496062 5.856301 -0.019695 0.2 -0.2 0.2
H -4.305325 6.277804 -0.619214 0.3 -0.1 0.2
C -2.696557 6.680679 0.776857 0.1 -0.2 0.1
H -2.875986 7.756802 0.802693 0.1 -0.3 0.0
C -1.667400 6.126794 1.553092 -0.1 0.0 0.0
H -1.049455 6.766950 2.187198 -0.2 -0.2 -0.2
C -1.436368 4.752436 1.526828 -0.4 -0.1 -0.4
H -0.643914 4.302692 2.130061 -0.2 0.2 -0.1
C -3.041692 1.531453 -0.483129 0.3 -0.4 -0.5
C -2.533187 1.540209 -1.799395 -0.4 -0.2 0.4
H -1.499237 1.854776 -1.960517 -0.2 -0.1 -0.1
C -3.353023 1.183167 -2.868400 0.0 0.0 0.0
H -2.955314 1.212778 -3.885785 -0.2 0.0 0.3
C -4.682429 0.801798 -2.639662 0.1 0.0 0.1
H -5.318945 0.523569 -3.480280 0.2 0.1 0.2
C -5.192918 0.786900 -1.338213 0.3 0.1 -0.1
H -6.230328 0.499944 -1.151964 0.3 0.1 -0.1
C -4.374210 1.156470 -0.263731 0.0 -0.1 -0.2
H -4.790848 1.159992 0.744372 0.2 0.0 -0.3
C -2.954286 1.732276 2.296407 0.3 -0.5 0.5
C -3.864728 2.635456 2.862538 0.0 -0.1 0.1
H -3.961235 3.647647 2.464261 0.1 -0.3 0.1
C -4.674727 2.250314 3.938293 0.2 -0.3 -0.2
H -5.381810 2.965079 4.364733 0.2 -0.3 -0.1
C -4.579514 0.952359 4.449088 0.1 0.0 -0.2
H -5.216694 0.641438 5.278110 0.2 0.1 -0.2
C -3.667621 0.044005 3.893588 0.0 0.0 0.0
H -3.594399 -0.973598 4.285359 -0.1 0.4 -0.1
C -2.852408 0.431301 2.831430 -0.3 0.7 0.1
H -2.129784 -0.265199 2.397213 -0.2 0.1 0.2
Ti 3.218274 -0.448215 -0.110585 3.9 -1.2 -0.4
C 2.465222 -2.424759 -0.819505 -0.1 0.8 0.1
C 1.149909 -2.566047 -0.980320 0.2 -0.4 0.0
H 3.165227 -3.234896 -1.085492 -0.3 0.4 0.2
C 0.240221 -1.397742 -0.641661 -0.8 -0.9 0.4
O -0.689146 -1.871040 0.359673 0.1 0.7 -0.5
H -1.250131 -1.142070 0.699801 0.3 -0.3 -0.5
C 0.974661 -0.220047 -0.102251 0.2 2.5 1.0
H -0.273785 -1.056439 -1.558273 -0.1 0.1 0.3
C 1.081686 0.905336 0.433374 -1.4 -2.8 -1.4
Cl 4.089631 1.503361 0.691665 -0.7 -0.5 -0.1
P 3.464743 -1.649919 2.161986 0.0 -0.1 0.7
P 3.590384 0.319084 -2.547766 0.2 0.4 -0.5
C 5.027668 -1.235093 3.002970 0.1 0.2 -0.3
H 5.106699 -0.144705 3.109514 0.0 -0.3 0.0
H 5.867523 -1.584699 2.386411 -0.2 0.1 0.2
H 5.054164 -1.723069 3.988066 0.0 0.2 -0.3
C 2.189813 -1.124807 3.341073 -0.1 0.0 -0.1
H 1.205886 -1.422776 2.957121 0.1 0.0 0.2
H 2.215091 -0.031352 3.423390 0.0 -0.2 0.1
H 2.384350 -1.594599 4.314641 -0.2 0.2 -0.2
C 3.436428 -3.462636 2.281454 -0.1 -0.2 -0.4
H 4.243828 -3.880988 1.664000 -0.2 0.1 0.2
H 2.479308 -3.843641 1.899398 0.2 0.1 0.2
H 3.573099 -3.767251 3.330699 -0.1 0.1 -0.4
C 5.339342 0.660812 -2.934927 0.1 -0.2 0.4
H 5.905961 -0.280665 -2.926663 -0.1 0.3 0.0
H 5.752505 1.322699 -2.161943 0.0 -0.1 -0.3
H 5.411206 1.138312 -3.923288 0.0 -0.1 0.3
C 3.064936 -0.693845 -3.956018 -0.3 -0.3 0.0
H 1.999628 -0.936579 -3.847489 0.2 0.1 -0.2
H 3.630157 -1.636148 -3.962853 -0.1 0.3 -0.1
H 3.233401 -0.144878 -4.894523 -0.1 -0.2 0.3
C 2.798821 1.927377 -2.827214 -0.2 -0.1 0.0
H 3.169781 2.638793 -2.080128 -0.1 -0.1 -0.2
H 1.715905 1.817320 -2.697314 0.1 0.2 -0.1
H 3.036315 2.262806 -3.844267 -0.2 0.1 0.3
P 0.414979 -4.151901 -1.493324 0.1 1.3 0.4
C 1.622939 -5.244905 -2.224340 0.3 -0.2 -0.2
C -0.856791 -3.739334 -2.677562 -0.2 -0.3 -0.2
H 2.420185 -5.492241 -1.506693 -0.3 0.1 -0.2
H 2.068331 -4.803084 -3.129588 -0.2 -0.1 0.3
H 1.097322 -6.172023 -2.506736 0.2 0.3 0.1
H -1.550923 -3.010908 -2.234742 0.1 -0.3 -0.1
H -1.392518 -4.665022 -2.929916 0.0 0.3 -0.1
H -0.398877 -3.319349 -3.584649 -0.2 -0.1 0.3
C -0.310284 -4.909362 -0.047486 -0.2 -0.3 0.1
H 0.481641 -5.252550 0.634264 -0.2 0.1 -0.2
H -0.915453 -5.766105 -0.377785 0.1 0.2 0.3
H -0.935468 -4.161239 0.459232 0.2 -0.3 -0.2
H 0.686213 1.845625 0.819097 0.9 0.0 0.1
F 4.828042 -1.298554 -0.483431 -1.1 0.8 0.5
```
Positions in Å, forces in eV/Å.

Output
Charge   +2
Frontier orbital gap   5.65 eV
Highest occupied orbital energy   -12.64 eV
LUMO   -0.2570 hartree

***

Record 7
A cluster of 2 separate species, C4H2BrF3O in total. Source: OMol25; level of theory: ωB97M-V/def2-TZVPD.

XYZ file:
```
11
Properties=species:S:1:pos:R:3:forces:R:3
C 0.299164 -0.136620 0.135938 -0.3 -0.1 0.0
C -0.963984 -0.531059 0.120773 -1.4 -0.1 -0.2
C -2.122634 0.485951 0.206214 -1.2 1.3 0.2
C -4.712458 0.706895 -0.030016 2.4 -0.8 0.2
O -1.968750 1.620687 0.479480 0.3 -0.7 -0.2
F -5.502242 -0.356263 0.028158 0.1 0.4 0.0
F -4.871891 1.359468 -1.177249 -0.1 -0.2 0.5
F -4.922924 1.513440 1.007417 0.0 -0.3 -0.6
Br -1.494707 -2.340944 -0.020960 0.1 0.3 0.0
H 0.557696 0.905534 0.214714 -0.1 0.2 0.0
H 1.096991 -0.858227 0.075022 0.1 -0.1 0.0
```
Positions in Å, forces in eV/Å.

Output
Charge   0
Energy relative to the best compared isomer or geometry (same formula, charge and spin)   2.6102 eV
Frontier orbital gap   7.66 eV
Highest occupied orbital energy   -8.66 eV
LUMO   -0.0367 hartree

***

Per-record total energy, Ha: -209.07165, -766.15069, -844.11769, -2563.12817, -361.69144, -4096.65786, -3102.32197
Per-record max |F|, eV Å⁻¹: 9.5, 2.8, 4.4, 2.3, 0.7, 4.1, 2.6